1.
A 2-piece molecular cluster, C8H8FN3 overall in a non-equilibrium geometry, computed with the ωB97M-V functional and the def2-TZVPD basis.

XYZ file:
```
20
Properties=species:S:1:pos:R:3:forces:R:3
C -1.747797 0.646519 0.477063 1.507 1.151 -0.739
C -3.115560 0.755281 0.604587 -0.541 -1.189 0.023
C -1.532344 -0.706155 0.507169 2.277 0.554 0.648
C 2.238455 1.473961 -0.871390 1.828 -0.451 1.396
C 1.136104 0.880001 -1.558396 -1.332 1.425 -0.464
C 3.053664 -0.725184 -0.552196 4.579 -2.640 2.245
C 3.174889 0.621727 -0.328300 -0.912 2.563 -1.147
C 1.082872 -0.490574 -1.504389 0.861 -6.637 -0.809
N -3.678178 -0.442823 0.753895 -1.071 0.258 0.399
N 2.000223 -1.330236 -1.055684 -4.900 0.331 -1.845
N -2.670408 -1.313260 0.739313 -1.795 -3.465 0.433
F 0.074628 -1.216698 -2.086987 0.437 1.919 0.534
H -0.998095 1.465735 0.318349 -0.915 -1.137 0.276
H -3.714111 1.615186 0.559427 -0.740 0.881 0.054
H 2.231323 2.499612 -0.676403 0.195 1.378 0.104
H 0.288938 1.454489 -1.857404 -0.409 0.136 -0.296
H 3.866037 -1.467381 -0.226185 -0.955 1.498 -0.574
H 4.080590 0.979615 0.081624 0.613 0.470 0.733
H -0.594543 -1.190351 0.544173 0.647 -0.708 -0.159
H -2.860923 -2.396716 0.938776 0.627 3.664 -0.813
```
Forces are in eV/Å.

Values from the calculation:
* 2S+1: 3
* Kohn-Sham gap (spin up / spin down): 6.51 / 5.69 eV
* M: 165.17 g mol⁻¹
* charge: 0

Partial atomic charges computed with the Mulliken method, in multiples of e: number 1, C, carries 0.033; number 2, C, carries -0.620; number 3, C, carries -0.508; number 4, C, carries -0.537; number 5, C, carries -0.646; number 6, C, carries -0.242; number 7, C, carries -0.282; number 8, C, carries 0.776; number 9, N, carries -0.799; number 10, N, carries -0.589; number 11, N, carries 0.216; number 12, F, carries -0.264; number 13, H, carries 0.335; number 14, H, carries 0.473; number 15, H, carries 0.459; number 16, H, carries 0.586; number 17, H, carries 0.340; number 18, H, carries 0.400; number 19, H, carries 0.566; number 20, H, carries 0.303

2.
A 2-piece molecular cluster, C8H8FNO overall in a non-equilibrium geometry, computed with the ωB97M-V functional and the def2-TZVPD basis.

XYZ file:
```
19
Properties=species:S:1:pos:R:3:forces:R:3
O -0.968596 -1.543742 3.399365 0.485 -1.160 1.042
N -1.122417 -0.983359 2.358137 -1.211 3.142 -2.243
C -1.385870 -0.200131 1.518603 -0.008 -1.529 0.211
C -1.567728 0.490546 0.213912 0.644 0.263 -2.190
C -0.356750 0.080128 -0.736644 0.282 1.269 3.003
C 0.807145 0.932513 -0.513330 -3.600 0.947 0.008
C 1.947059 0.557297 -1.052139 2.807 -2.833 -1.744
C 2.047586 -0.740436 -1.716980 -0.149 2.788 0.407
C 0.934457 -1.466508 -1.968545 0.484 -1.377 -1.020
C -0.271590 -1.116560 -1.397915 -2.597 0.501 -0.611
H -1.369355 1.583691 0.327680 -0.734 -0.804 0.346
H -2.556621 0.359364 -0.370132 1.317 -0.094 1.552
H 0.674158 1.982224 -0.117333 0.097 -1.473 -0.137
H 2.833664 1.167159 -1.077942 0.135 0.227 0.258
H 2.937461 -0.959078 -2.253192 0.785 -0.277 -0.100
H 1.039346 -2.280223 -2.704280 -0.327 0.156 0.692
H -1.261686 -1.618933 -1.648103 1.581 0.249 0.531
F -1.213031 2.074390 3.448992 0.021 -0.047 0.302
H -1.147232 1.681662 4.289846 -0.013 0.051 -0.309
```
Forces are in eV/Å.

Values from the calculation:
* 2S+1: 1
* SMILES: [O-][N+]#CCc1ccccc1.F
* Kohn-Sham gap: 9.86 eV
* M: 153.16 g mol⁻¹
* charge: 0

Partial atomic charges computed with the Mulliken method, in multiples of e: number 1, O, carries -0.699; number 2, N, carries 0.525; number 3, C, carries 0.217; number 4, C, carries -0.826; number 5, C, carries 0.681; number 6, C, carries -0.506; number 7, C, carries -0.428; number 8, C, carries -0.554; number 9, C, carries -0.294; number 10, C, carries -0.309; number 11, H, carries 0.296; number 12, H, carries 0.372; number 13, H, carries 0.211; number 14, H, carries 0.366; number 15, H, carries 0.348; number 16, H, carries 0.322; number 17, H, carries 0.279; number 18, F, carries -0.394; number 19, H, carries 0.392

3.
C8H8INP as an isolated structure in a non-equilibrium geometry, computed with the ωB97M-V functional and the def2-TZVPD basis.

XYZ file:
```
19
Properties=species:S:1:pos:R:3:forces:R:3
C -0.973392 1.248893 -1.383319 -0.395 0.856 -2.625
C 1.295947 -2.271074 2.023948 -1.504 0.084 1.472
C 1.576266 -1.512267 0.898921 -0.701 0.674 -1.214
C 0.106384 -2.156854 2.826737 -0.360 2.199 -4.005
C 0.537132 -0.669812 0.461852 0.825 1.818 -1.716
C -0.937834 -1.264574 2.336708 1.770 -1.530 0.641
C -0.616333 -0.600349 1.162983 -0.513 0.114 0.849
C -0.720301 2.248698 -3.689392 -1.533 1.584 -2.379
N -1.053113 1.625526 -2.493774 1.231 -0.970 3.375
P -2.670492 -0.852366 2.781874 0.001 -0.595 -0.431
I -2.186311 0.829648 0.933281 -0.279 -0.764 0.643
H 1.893094 -3.041439 2.448013 1.191 -0.260 -0.258
H 2.474385 -1.489049 0.235883 -0.604 -0.562 1.173
H 0.067445 -2.848538 3.603852 -0.653 -0.644 1.464
H 0.592504 0.087654 -0.404817 0.504 -1.693 1.361
H -1.610013 2.087424 -4.382190 1.575 0.085 0.402
H -0.658319 3.340775 -3.548709 -0.264 -0.350 0.278
H 0.261396 2.013106 -4.113140 -0.432 -0.767 0.186
H -2.362366 -0.050485 3.851359 0.141 0.722 0.783
```
Forces are in eV/Å.

Values from the calculation:
* 2S+1: 1
* Kohn-Sham gap: 8.26 eV
* M: 276.04 g mol⁻¹
* charge: +1

Partial atomic charges computed with the Mulliken method, in multiples of e: number 1, C, carries -0.304; number 2, C, carries -0.346; number 3, C, carries -0.623; number 4, C, carries -0.497; number 5, C, carries 0.264; number 6, C, carries 0.288; number 7, C, carries 0.183; number 8, C, carries -0.666; number 9, N, carries 0.082; number 10, P, carries -0.105; number 11, I, carries 0.465; number 12, H, carries 0.379; number 13, H, carries 0.358; number 14, H, carries 0.447; number 15, H, carries 0.075; number 16, H, carries 0.266; number 17, H, carries 0.315; number 18, H, carries 0.314; number 19, H, carries 0.105

For reference, energy above the lowest of the compared OMol25 structures with the same formula, charge and spin by record: 19.25 86.08 27.58 kcal/mol.